Record 1
11
Properties=species:S:1:pos:R:3:lowdin_charge:R:1 method="wB97M-V/def2-TZVPD" homo_ev=-9.3 lumo_energy_ev=0.49 max_force_ev_per_a=5.711 homo_lumo_gap_ev=9.75 e_above_lowest_kj_mol=530.9 e_tot_ha=-264.38509
O -0.488 0.544 1.235 -0.112
N 0.255 -0.684 -1.024 0.020
N -0.727 1.205 0.023 -0.048
C -0.570 0.231 -0.961 -0.338
C 1.366 -0.641 0.091 -0.065
H -1.233 0.018 1.366 0.072
H 2.296 -0.819 -0.264 0.007
H 1.181 -1.543 0.678 0.069
H -1.774 1.221 -0.102 0.134
H 1.131 0.500 0.579 0.136
H -1.437 -0.031 -1.622 0.126

***

Record 2
11
Properties=species:S:1:pos:R:3:lowdin_charge:R:1 method="wB97M-V/def2-TZVPD" homo_ev=-9.0 lumo_energy_ev=0.55 max_force_ev_per_a=10.254 homo_lumo_gap_ev=9.59 e_above_lowest_kj_mol=483.3 e_tot_ha=-264.40325
O 1.717 -0.587 -0.359 0.050
N 0.320 1.401 0.087 0.117
N -0.811 0.322 -0.572 -0.110
C -1.326 -0.714 0.302 -0.170
C 1.233 0.654 -0.218 -0.442
H -2.256 -1.104 -0.123 0.077
H -1.547 -0.373 1.321 0.073
H -1.519 1.006 -0.822 0.074
H 2.141 1.495 0.165 0.157
H 2.658 -0.566 -0.129 0.114
H -0.611 -1.535 0.348 0.061

***

Record 3
11
Properties=species:S:1:pos:R:3:lowdin_charge:R:1 method="wB97M-V/def2-TZVPD" homo_ev=-9.6 lumo_energy_ev=0.92 max_force_ev_per_a=4.748 smiles="[H]/N=C/NOC" homo_lumo_gap_ev=10.51 e_above_lowest_kj_mol=478.3 e_tot_ha=-264.40514
O 0.930 0.563 -0.236 -0.157
N 0.323 -0.200 0.862 0.041
N -1.054 -1.330 -0.650 0.103
C 0.306 1.766 -0.425 -0.180
C -0.492 -1.198 0.432 -0.350
H -0.725 1.842 -0.973 0.113
H 1.205 2.066 -1.023 0.103
H 0.949 -0.198 1.610 0.113
H -1.063 -1.602 1.195 0.098
H -1.792 -2.001 -0.633 0.039
H 0.224 2.687 0.184 0.076

***

Record 4
11
Properties=species:S:1:pos:R:3:lowdin_charge:R:1 method="wB97M-V/def2-TZVPD" homo_ev=-9.3 lumo_energy_ev=0.82 max_force_ev_per_a=1.975 smiles="[H]/N=C/N(C)O" homo_lumo_gap_ev=10.09 e_above_lowest_kj_mol=283.2 e_tot_ha=-264.47946
O 1.347 -0.725 0.767 -0.057
N -0.467 1.345 -1.293 0.089
N 0.190 -0.517 -0.021 -0.239
C -0.923 -0.315 0.914 -0.055
C 0.430 0.482 -0.949 -0.277
H 0.031 1.928 -1.966 0.036
H -0.617 0.414 1.632 0.079
H -1.764 0.055 0.313 0.078
H 1.552 -1.696 0.680 0.127
H -1.197 -1.307 1.320 0.091
H 1.418 0.335 -1.398 0.127

***

Record 5
11
Properties=species:S:1:pos:R:3:lowdin_charge:R:1 method="wB97M-V/def2-TZVPD" homo_ev=-8.4 lumo_energy_ev=1.04 max_force_ev_per_a=9.082 homo_lumo_gap_ev=9.41 e_above_lowest_kj_mol=430.4 e_tot_ha=-264.42340
O -0.611 -0.371 -0.010 -0.186
N 2.286 -0.516 -0.108 0.002
N 1.616 0.666 0.067 -0.050
C 0.376 0.726 -0.120 -0.174
C -1.916 -0.104 -0.003 -0.177
H -0.203 1.643 -0.038 0.110
H -2.206 -0.993 -0.318 0.031
H -1.903 -0.054 1.107 0.113
H -2.413 0.755 -0.693 0.148
H 3.268 -0.433 0.268 0.116
H 1.706 -1.319 -0.152 0.065

***

Record 6
11
Properties=species:S:1:pos:R:3:lowdin_charge:R:1 method="wB97M-V/def2-TZVPD" homo_ev=-9.4 lumo_energy_ev=0.94 max_force_ev_per_a=0.847 smiles="[H]/N=C/N.C=O" homo_lumo_gap_ev=10.33 e_above_lowest_kj_mol=183.6 e_tot_ha=-264.51737
O -0.065 -2.758 -0.641 -0.003
N 0.761 1.161 -0.736 0.075
N -0.131 1.580 1.323 0.043
C -0.902 -2.057 -0.145 -0.142
C 0.343 2.023 0.226 -0.395
H 0.722 0.195 -0.455 0.063
H -0.318 2.338 1.969 0.026
H 1.322 1.393 -1.534 0.089
H -1.792 -2.500 0.342 0.082
H 0.481 3.085 0.026 0.113
H -0.879 -0.957 -0.078 0.051

***

Record 7
11
Properties=species:S:1:pos:R:3:lowdin_charge:R:1 method="wB97M-V/def2-TZVPD" homo_ev=-8.6 lumo_energy_ev=1.08 max_force_ev_per_a=2.321 smiles="CO/C=N/N" homo_lumo_gap_ev=9.70 e_above_lowest_kj_mol=243.5 e_tot_ha=-264.49458
O 0.084 -0.663 -1.243 -0.113
N -1.132 0.151 1.951 -0.038
N -0.388 0.367 0.738 -0.014
C -0.417 -0.678 -0.013 -0.278
C 0.953 0.427 -1.585 -0.076
H 1.767 0.444 -0.863 0.084
H -1.035 -0.786 2.310 0.051
H 1.276 0.214 -2.613 0.094
H -0.937 -1.617 0.156 0.137
H 0.504 1.410 -1.510 0.078
H -0.674 0.729 2.673 0.073

***

Record 8
11
Properties=species:S:1:pos:R:3:lowdin_charge:R:1 method="wB97M-V/def2-TZVPD" homo_ev=-9.7 lumo_energy_ev=0.89 max_force_ev_per_a=1.696 smiles="[H]/N=C/N.C=O" homo_lumo_gap_ev=10.58 e_above_lowest_kj_mol=188.6 e_tot_ha=-264.51547
O 2.688 0.804 -1.070 -0.008
N -0.811 0.305 1.292 0.062
N -1.981 -0.672 -0.453 0.056
C 2.312 -0.184 -0.508 -0.155
C -1.909 0.044 0.730 -0.393
H -2.881 -1.095 -0.625 0.077
H 1.307 -0.613 -0.662 0.053
H -2.867 0.549 0.892 0.115
H 2.970 -0.703 0.211 0.079
H -1.211 -1.270 -0.713 0.076
H -0.951 0.896 2.106 0.037

***

Record 9
11
Properties=species:S:1:pos:R:3:lowdin_charge:R:1 method="wB97M-V/def2-TZVPD" homo_ev=-8.7 lumo_energy_ev=0.63 max_force_ev_per_a=5.188 homo_lumo_gap_ev=9.35 e_above_lowest_kj_mol=284.9 e_tot_ha=-264.47881
O 0.397 1.402 0.228 -0.017
N -1.903 0.627 -0.132 0.012
N 1.844 -0.325 0.021 0.143
C -0.553 -0.740 -0.023 0.021
C 0.576 0.167 0.189 -0.576
H -0.426 -1.478 -0.812 0.096
H -1.739 0.939 -1.093 0.012
H 2.602 0.326 0.163 0.108
H -1.033 -1.066 0.893 0.084
H 2.036 -1.310 0.117 0.098
H -1.802 1.460 0.449 0.019

***

Record 10
12
Properties=species:S:1:pos:R:3:lowdin_charge:R:1 method="wB97M-V/def2-TZVPD" homo_ev=-7.9 lumo_energy_ev=0.34 max_force_ev_per_a=2.842 homo_lumo_gap_ev=8.21 e_above_lowest_kj_mol=677.8 e_tot_ha=-339.57449
O 0.758 0.040 -0.977 -0.210
O -0.250 -2.933 -2.636 -0.142
N -0.533 0.550 0.916 0.121
N 0.112 -1.766 -2.276 -0.178
C 0.431 -1.296 -1.103 -0.183
C 1.077 0.262 0.393 -0.148
H 0.578 -2.038 -0.232 0.170
H -0.669 0.142 1.836 0.120
H 0.162 -0.926 -2.985 0.209
H -0.684 1.513 0.927 0.084
H -0.973 -0.005 0.168 0.112
H 1.356 1.331 0.195 0.046